1.
A molecular structure, C25H30F8IrO7PS2SbTe, computed with ωB97M-V/def2-TZVPD.

```
! RIJCOSX wB97M-V def2-TZVPD def2/J DEFGRID3
* xyz 1 5
Ir -0.61 1.07 1.19
C -3.86 1.05 3.77
C -2.63 1.76 4.38
O -1.93 2.72 3.42
P -1.61 2.93 1.86
O -1.03 4.48 1.75
C 0.40 4.70 2.02
C 1.22 4.55 0.77
O -3.15 3.08 1.35
C -3.37 3.93 0.07
C -4.48 3.27 -0.63
H -4.74 1.04 4.44
H -3.57 -0.03 3.63
H -4.16 1.35 2.78
H -1.82 1.05 4.68
H -2.92 2.38 5.18
H 0.82 4.01 2.80
H 0.43 5.79 2.38
H 1.32 3.42 0.55
H 2.21 4.87 0.87
H 0.76 5.09 -0.10
H -2.47 3.84 -0.52
H -3.52 4.98 0.37
H -4.12 2.27 -0.94
H -4.65 3.72 -1.56
H -5.44 3.07 -0.13
S -0.51 1.71 -1.07
Sb 0.18 -0.69 -1.28
C -0.16 -2.84 -1.04
C 0.61 -3.43 -0.03
C 0.65 -4.79 0.14
C -0.09 -5.64 -0.78
C -0.93 -5.04 -1.71
C -0.86 -3.59 -1.90
C -0.87 -0.17 -3.14
C -2.19 -0.55 -3.22
C -2.84 -0.64 -4.43
C -2.14 -0.35 -5.59
C -0.84 0.20 -5.54
C -0.24 0.30 -4.31
C 2.24 0.15 -1.09
C 3.24 -0.82 -1.33
C 4.59 -0.40 -1.44
C 4.96 0.90 -1.01
C 3.97 1.79 -0.73
C 2.61 1.45 -0.93
H 1.14 -2.83 0.73
H 1.15 -5.19 0.98
H -0.01 -6.71 -0.71
H -1.68 -5.62 -2.31
H -1.37 -3.16 -2.76
H -2.70 -0.96 -2.34
H -3.85 -1.02 -4.41
H -2.58 -0.55 -6.52
H -0.30 0.49 -6.45
H 0.73 0.69 -4.38
H 2.98 -1.89 -1.38
H 5.25 -1.16 -1.80
H 5.99 1.13 -0.80
H 4.16 2.85 -0.55
H 1.89 2.26 -1.03
F -3.32 -4.69 3.75
Te -2.46 -3.54 2.55
F -4.09 -2.52 2.55
F -0.26 0.66 3.07
F -2.86 -4.16 0.81
F -1.12 -5.13 2.28
O -0.50 -0.81 0.58
F 6.43 -1.36 0.31
C 6.54 -1.94 1.52
F 7.19 -1.02 2.35
F 7.26 -3.08 1.47
S 4.74 -2.18 2.11
O 4.74 -2.39 3.53
O 4.29 -3.26 1.25
O 4.16 -0.88 1.65
*
```

Kohn-Sham gap (spin up / spin down): 8.75 / 4.51 eV
HOMO (spin up / spin down): -0.43487 / -0.43489 Ha
largest force on an atom: 0.1028 Eh/bohr
LUMO level (spin up / spin down): -3.09 / -7.33 eV
relative energy (zero: lowest compared OMol25 entry of this formula, charge and spin): 69.1 kcal/mol


2.
C5H6F3N3O in the gas phase, computed with ωB97M-V/def2-TZVPD.

```
! RIJCOSX wB97M-V def2-TZVPD def2/J DEFGRID3
* xyz 0 1
C -0.84 -1.62 -0.07
C 1.95 0.45 -0.25
C 1.60 -2.03 0.27
C 0.87 2.53 -0.08
C -2.35 0.09 0.08
N 0.24 -2.33 -0.06
N 2.18 -0.62 0.15
N -1.08 -0.34 0.21
O 1.98 1.67 -0.61
F -3.30 -0.81 -0.20
F -2.82 0.76 1.16
F -2.36 1.05 -0.93
H -1.75 -2.25 -0.39
H 1.90 -2.24 1.38
H 2.11 -2.50 -0.55
H 1.17 3.53 0.10
H 0.30 2.10 0.68
H 0.21 2.55 -0.89
*
```

Kohn-Sham gap: 8.01 eV
HOMO: -0.30130 Ha
largest force on an atom: 0.0479 Eh/bohr
LUMO level: -0.19 eV
relative energy (zero: lowest compared OMol25 entry of this formula, charge and spin): 24.4 kcal/mol


3.
3 unconnected molecules or ions with the total composition C18H32FN2O6PS2, computed with ωB97M-V/def2-TZVPD.

```
! RIJCOSX wB97M-V def2-TZVPD def2/J DEFGRID3
* xyz 0 1
C 7.03 1.99 2.62
C 6.53 2.34 1.33
C 5.76 2.89 -0.05
C 4.33 3.55 0.41
C 4.15 5.07 -0.25
N 3.89 6.31 -0.62
C 3.00 2.70 -0.08
C 3.00 2.57 -1.72
N 3.03 2.44 -3.03
C 2.77 1.28 0.72
C 2.97 -0.07 -0.20
C 4.53 -0.46 -0.51
F 2.42 -1.20 0.63
P 1.48 3.83 0.36
C 1.05 3.74 2.22
C -0.02 3.47 -0.77
H 7.15 1.97 3.81
H 5.68 2.06 -0.86
H 6.42 3.75 -0.49
H 4.27 3.58 1.59
H 3.42 1.23 1.72
H 1.64 1.25 1.11
H 2.30 -0.08 -1.18
H 5.30 0.09 0.21
H 4.73 -0.16 -1.65
H 4.74 -1.63 -0.45
H 2.09 3.65 2.81
H 0.48 2.73 2.47
H 0.48 4.68 2.64
H -0.08 2.38 -1.19
H 0.03 4.27 -1.65
H -1.02 3.72 -0.18
C -5.71 0.98 -2.09
C -5.01 1.66 -0.91
O -4.20 0.76 -0.18
S -2.81 0.23 -0.87
C -2.13 -0.59 0.54
O -1.99 1.38 -1.19
O -3.14 -0.77 -1.86
H -4.98 0.62 -2.82
H -6.38 1.66 -2.60
H -6.27 0.11 -1.73
H -4.43 2.53 -1.26
H -5.78 2.05 -0.23
H -1.91 0.14 1.32
H -1.21 -1.09 0.22
H -2.85 -1.34 0.90
C -4.32 -5.46 -1.56
C -4.52 -5.50 -0.05
O -3.37 -5.98 0.62
S -2.05 -5.01 0.68
C -1.09 -5.98 1.82
O -2.42 -3.77 1.32
O -1.39 -5.05 -0.60
H -3.54 -4.75 -1.84
H -5.23 -5.16 -2.08
H -4.01 -6.45 -1.93
H -4.81 -4.51 0.33
H -5.35 -6.19 0.17
H -1.59 -6.00 2.79
H -0.11 -5.50 1.91
H -0.97 -6.98 1.42
*
```

Kohn-Sham gap: 8.10 eV
HOMO: -0.28758 Ha
largest force on an atom: 0.2443 Eh/bohr
LUMO level: 0.27 eV


4.
2 unconnected molecules or ions with the total composition C2H4ClP, computed with ωB97M-V/def2-TZVPD.

```
! RIJCOSX wB97M-V def2-TZVPD def2/J DEFGRID3
* xyz 0 1
C -0.84 -0.05 0.61
C 0.02 0.99 0.08
P 1.23 1.78 -0.50
H -0.57 -0.92 0.14
H -1.85 0.03 0.18
H -1.04 -0.23 1.63
Cl 5.07 -0.39 0.24
H 5.40 -0.29 -0.95
*
```

Kohn-Sham gap: 10.08 eV
HOMO: -0.34406 Ha
largest force on an atom: 0.0606 Eh/bohr
LUMO level: 0.72 eV
relative energy (zero: lowest compared OMol25 entry of this formula, charge and spin): 32.9 kcal/mol


5.
A molecular structure, C43H57BCdN8O6P2Si, computed with ωB97M-V/def2-TZVPD.

```
! RIJCOSX wB97M-V def2-TZVPD def2/J DEFGRID3
* xyz 1 2
Cd 0.67 0.55 -0.51
C 5.06 0.03 -0.51
C 3.82 -0.18 -1.11
N 2.88 0.46 -0.43
N 3.48 1.08 0.62
C 4.80 0.83 0.58
B 2.74 2.02 1.62
N 1.61 1.26 2.38
C 1.41 1.04 3.69
C 0.23 0.35 3.85
C -0.25 0.17 2.55
N 0.58 0.74 1.68
N 2.08 3.18 0.82
C 2.00 4.48 1.16
C 1.51 5.18 0.08
C 1.31 4.21 -0.90
N 1.63 3.00 -0.45
N 3.81 2.54 2.56
C 4.66 3.59 2.39
C 5.65 3.49 3.34
C 5.33 2.32 4.05
N 4.25 1.74 3.57
H 6.02 -0.35 -0.83
H 3.56 -0.76 -1.97
H 5.47 1.23 1.32
H 2.13 1.38 4.42
H -0.23 0.02 4.77
H -1.16 -0.29 2.21
H 2.28 4.82 2.14
H 1.34 6.24 0.01
H 0.93 4.33 -1.90
H 4.53 4.32 1.61
H 6.48 4.17 3.49
H 5.86 1.87 4.88
C -4.79 -1.82 0.03
C -3.51 -2.41 0.58
C -3.75 -3.55 1.55
O -2.73 -2.92 -0.55
P -1.25 -2.44 -0.79
O -1.14 -0.96 -0.64
C -0.17 -3.29 0.37
P 1.52 -2.68 0.08
O 1.50 -1.87 -1.15
O 1.88 -1.79 1.32
C 2.45 -2.10 2.63
C 3.96 -2.10 2.51
C 1.89 -3.36 3.25
O 2.54 -3.87 0.14
C 2.70 -5.03 -0.73
C 2.00 -6.23 -0.10
C 2.25 -4.76 -2.15
O -0.87 -3.16 -2.13
C -1.27 -2.76 -3.47
C -0.35 -1.67 -3.97
C -1.20 -4.01 -4.32
H -5.42 -1.47 0.84
H -5.34 -2.59 -0.53
H -4.58 -0.99 -0.65
H -2.93 -1.61 1.07
H -4.33 -4.33 1.06
H -4.29 -3.20 2.42
H -2.80 -3.99 1.88
H -0.27 -4.37 0.20
H -0.47 -3.05 1.39
H 2.13 -1.24 3.23
H 4.28 -2.86 1.80
H 4.40 -2.32 3.48
H 4.32 -1.12 2.18
H 2.24 -4.25 2.73
H 0.80 -3.35 3.26
H 2.22 -3.41 4.29
H 3.77 -5.21 -0.71
H 0.92 -6.15 -0.17
H 2.28 -6.34 0.94
H 2.31 -7.13 -0.63
H 1.17 -4.58 -2.20
H 2.49 -5.63 -2.77
H 2.76 -3.89 -2.55
H -2.30 -2.42 -3.43
H 0.68 -2.02 -4.00
H -0.39 -0.79 -3.33
H -0.65 -1.37 -4.98
H -0.18 -4.41 -4.32
H -1.49 -3.78 -5.34
H -1.87 -4.78 -3.93
C -5.66 0.49 -3.26
C -5.73 1.64 -2.49
C -4.61 2.09 -1.81
C -3.40 1.39 -1.88
C -3.35 0.24 -2.66
C -4.46 -0.21 -3.36
Si -1.92 2.15 -1.01
C -2.21 2.37 0.80
C -1.40 3.23 1.55
C -1.62 3.40 2.91
C -2.65 2.70 3.54
C -3.45 1.84 2.80
C -3.23 1.66 1.45
C -1.66 3.76 -1.93
C -1.86 5.00 -1.31
C -1.72 6.17 -2.04
C -1.39 6.12 -3.39
C -1.21 4.89 -4.02
C -1.36 3.72 -3.29
H -6.53 0.14 -3.80
H -6.66 2.19 -2.42
H -4.68 3.00 -1.22
H -2.41 -0.30 -2.72
H -4.40 -1.10 -3.97
H -0.59 3.77 1.07
H -0.99 4.07 3.48
H -2.83 2.84 4.60
H -4.26 1.30 3.29
H -3.87 1.00 0.87
H -2.12 5.05 -0.27
H -1.87 7.13 -1.56
H -1.27 7.04 -3.96
H -0.97 4.85 -5.07
H -1.22 2.77 -3.79
*
```

Kohn-Sham gap (spin up / spin down): 8.17 / 6.99 eV
HOMO (spin up / spin down): -0.36442 / -0.40998 Ha
largest force on an atom: 0.0112 Eh/bohr
LUMO level (spin up / spin down): -1.75 / -4.17 eV
relative energy (zero: lowest compared OMol25 entry of this formula, charge and spin): 8.3 kcal/mol


6.
C4H2BrFO in the gas phase, computed with ωB97M-V/def2-TZVPD.

```
! RIJCOSX wB97M-V def2-TZVPD def2/J DEFGRID3
* xyz 0 1
C 0.58 0.71 -0.54
C 0.74 0.39 0.81
C -0.43 0.14 -1.16
C -0.70 -1.28 0.57
O 0.08 -0.57 1.36
F -0.40 0.03 -2.50
Br -2.31 -1.86 1.08
H 0.93 1.64 -1.11
H 1.51 0.79 1.48
*
```

Kohn-Sham gap: 7.74 eV
HOMO: -0.29156 Ha
largest force on an atom: 0.0912 Eh/bohr
LUMO level: -0.19 eV
relative energy (zero: lowest compared OMol25 entry of this formula, charge and spin): 114.6 kcal/mol


no.,energy (Eh)
1,-4046.0969
2,-733.1007
3,-2503.1095
4,-880.0751
5,-3727.1840
6,-2902.5105